[1]
{"formula": "C4H7N3O", "method": "ωB97M-V with the def2-TZVPD basis set", "species": ["C", "H", "H", "H", "C", "C", "H", "H", "H", "N", "N", "H", "C", "O", "N"], "positions_angstrom": [[-0.6897, -1.6771, 0.1367], [-1.4681, -2.4569, 0.4417], [3.1032, -1.0194, -0.2930], [0.7756, 1.5363, 1.5747], [1.1838, -0.5630, -0.2326], [-0.0063, 0.2766, -0.3683], [-2.5417, 0.5966, 0.2051], [-0.1606, 0.3096, -1.4721], [1.0338, 2.1370, -0.2028], [-1.2499, -0.5567, 0.0131], [0.7555, -1.7820, 0.4167], [-0.8875, 2.0641, 0.3225], [0.1707, 1.6926, 0.4097], [-2.4863, -0.2636, -0.4680], [2.4675, -0.2942, -0.4834]], "forces_ev_per_a": [[2.80, -6.39, 4.55], [1.64, 0.14, -0.87], [0.39, -1.45, 0.64], [-2.62, 0.31, -3.51], [4.21, -2.98, 2.13], [-0.65, 3.18, -1.11], [-1.24, -2.89, -2.89], [0.02, 1.23, 0.56], [-1.82, 0.15, 0.81], [4.47, 3.37, -0.81], [-5.28, 1.19, -3.00], [1.54, 0.87, 0.68], [1.95, -2.55, 0.30], [-0.27, 3.82, 2.92], [-5.12, 2.02, -0.40]], "lowdin_charge": [-0.14, 0.16, 0.00, 0.17, -0.47, -0.26, 0.21, 0.17, 0.08, -0.19, 0.10, 0.05, -0.03, 0.03, 0.11], "e_tot_ha": -395.9119, "de_lowest_kcal_mol": 148.4, "total_charge": 0, "smiles": "[H]/N=C1\\N=CN(O)[C@H]1C", "lumo_energy_ev": -0.048, "orbital_gap_ha": 0.3069, "e_homo_ha": -0.3087}

***

[2]
{"formula": "C26H49FN9O18S", "method": "ωB97M-V with the def2-TZVPD basis set", "species": ["C", "H", "C", "O", "O", "C", "O", "N", "C", "H", "H", "H", "C", "C", "N", "C", "C", "S", "H", "C", "H", "H", "C", "H", "O", "O", "H", "H", "O", "H", "H", "N", "N", "H", "O", "H", "H", "H", "H", "O", "H", "H", "H", "C", "H", "H", "C", "C", "O", "C", "N", "H", "C", "H", "H", "N", "C", "H", "H", "H", "O", "C", "H", "N", "H", "H", "N", "N", "H", "H", "O", "C", "C", "H", "O", "H", "O", "C", "C", "H", "H", "O", "C", "H", "C", "H", "H", "O", "C", "H", "H", "F", "H", "H", "O", "H", "H", "O", "H", "C", "C", "O", "H", "H"], "positions_angstrom": [[3.2708, -0.7285, 0.7643], [5.1002, -0.6824, -2.3701], [4.7259, -1.1339, -3.2911], [3.0007, 1.9063, -2.9192], [-5.8883, 6.3908, -0.4522], [2.4676, 0.6730, 1.1107], [-7.4665, 6.6292, 3.7900], [-6.5659, 7.2751, 3.2417], [0.2629, -2.4540, 1.0640], [3.5103, -1.3750, 1.7322], [0.2375, 2.9449, -5.8326], [5.1606, -6.4953, 2.6690], [0.8556, 2.9731, 0.4105], [1.6324, 2.5457, 3.1592], [-2.2668, 4.6709, 4.0671], [1.6183, -2.8849, 0.2505], [-6.9759, 8.3476, 2.2955], [0.4104, -1.6571, 2.7694], [-0.1730, 1.0036, -2.4660], [-0.3449, -3.9553, 1.4818], [-3.4184, 4.4890, 2.3273], [1.6419, 2.8351, 4.3016], [5.0415, -5.6550, 3.3561], [3.6341, -1.1565, -3.2936], [-5.3514, 7.1118, 3.4072], [2.6052, -5.6727, -4.3780], [-5.7210, 3.9192, -1.2631], [-2.3903, -4.8096, 2.0341], [-0.6598, -0.6553, -0.7281], [-4.0749, 3.7414, -0.5662], [0.8742, 0.4809, -4.3531], [5.1925, -0.2921, -4.4257], [-1.3555, -8.5084, 4.2721], [2.3354, -3.4296, 1.0345], [6.4152, -0.1660, -4.5606], [0.1768, -4.9217, 1.0229], [-4.2281, 3.9267, 3.8290], [4.8476, -6.0106, 4.3703], [4.2980, 4.3485, -4.5543], [-1.4243, 5.4875, 3.6766], [0.2270, 4.3599, 2.3737], [5.1327, -2.1368, -3.4358], [-6.5540, 8.1039, 1.3183], [0.8208, 3.4183, 1.9916], [-2.8561, -7.4047, 3.2784], [-1.3236, 2.8212, -4.6315], [-4.7838, 4.4295, -1.0314], [2.4877, -1.6431, -0.3713], [-4.5353, 5.4838, 1.0310], [-0.1341, 0.8870, -4.8317], [3.2443, 3.0753, -3.2405], [-4.3494, 4.8864, -1.9228], [-1.4635, -4.1742, 2.4378], [-4.0193, 5.6865, 3.5344], [-2.7860, -0.2060, -1.2483], [1.4959, -5.9690, -3.9192], [4.1756, 3.2770, -4.3831], [-1.9589, 1.7370, -2.4862], [-1.8164, -1.4418, -2.4445], [0.4859, 2.9570, -3.9293], [-2.2561, -9.1542, 4.8204], [2.4403, 1.1966, 2.6948], [0.5028, -5.1190, -2.2828], [-5.0935, 5.5233, -0.0716], [5.9147, -4.9998, 3.3375], [-1.3437, -7.6795, 2.3487], [-1.5785, -0.7858, 1.4028], [3.8728, -4.8589, 2.8935], [-1.3690, -6.4921, 3.7057], [-1.5962, 0.1067, 3.5164], [-1.3449, 0.3680, -4.1380], [-1.7656, -7.4359, 3.3259], [0.6867, -4.8685, -3.3295], [3.0292, 0.4975, 3.4623], [-0.1410, -8.6717, 4.4376], [1.3725, -3.6911, -0.5808], [0.9947, -7.0993, -3.9047], [-0.9538, -1.6659, 0.2989], [-3.5894, 4.6938, 3.3861], [-6.5793, 9.2914, 2.6753], [1.2478, -3.9351, -3.4100], [-2.1090, 3.8404, 4.9695], [1.6791, 1.6108, 0.0173], [-2.4436, -0.2034, 1.1959], [-1.1324, -0.5819, 2.6852], [1.7174, 1.2716, -1.1212], [-1.5281, -3.7695, 3.5386], [2.7847, 4.0876, -2.6993], [-0.1755, 2.5486, -4.8109], [0.2990, 3.6110, -0.4044], [5.1296, 2.8178, -4.1157], [-2.1755, -2.4491, -0.1203], [-8.0664, 8.3788, 2.2479], [-0.1421, 0.5772, -5.9755], [2.9267, -4.7332, 3.6796], [3.3547, -2.1414, -1.0237], [3.7339, 2.7947, -5.2575], [3.9382, -4.3827, 1.7542], [-0.2466, -4.8072, -3.8932], [-1.7507, -0.5080, -1.7034], [-1.3114, 0.7662, -2.6918], [4.3263, 0.2168, -5.1466], [1.9060, -0.9397, -1.1032], [4.3355, -0.4295, 0.3166]], "forces_ev_per_a": [[0.06, 0.76, -0.52], [0.05, -0.11, -0.19], [-0.28, -0.14, 0.10], [0.09, 1.38, -0.25], [1.25, -1.30, 0.77], [-2.08, 3.49, 1.78], [1.60, 0.74, -0.71], [-0.11, -0.72, 0.67], [-0.97, -3.29, 0.10], [-0.74, 1.52, -1.91], [-0.96, -0.59, 2.05], [0.04, 0.25, 0.03], [2.07, -2.44, 3.73], [0.32, -1.96, -4.28], [0.55, -0.09, 0.42], [1.09, 1.09, 0.28], [-0.25, 0.19, -0.15], [-1.82, 1.84, -0.12], [-2.39, -0.33, -0.08], [-2.39, -0.51, 2.02], [0.16, 0.15, 0.53], [-0.14, -0.47, -2.72], [0.14, -0.21, 0.30], [0.29, 0.13, -0.11], [-1.86, 0.38, -0.03], [-1.55, -0.53, 0.65], [0.13, 0.21, -0.06], [2.70, 0.45, 1.40], [-1.21, -3.15, 1.10], [-0.17, 0.27, -0.01], [-2.16, 0.75, -0.80], [0.41, 0.59, -0.88], [0.14, -1.04, 0.87], [-1.82, 1.20, -1.67], [-1.92, -0.03, 0.13], [-1.80, 2.41, 0.01], [0.24, 0.18, 0.05], [-0.08, 0.16, -0.29], [-0.12, -0.26, 0.19], [-0.94, -1.27, 0.69], [1.33, -2.03, -1.01], [0.06, 0.22, 0.06], [0.07, 0.05, 0.22], [1.89, -3.03, -0.71], [0.26, -0.11, 0.09], [2.66, -0.32, -0.63], [0.14, -0.25, -0.08], [1.18, -0.27, -0.36], [-1.18, 0.43, -1.97], [0.45, 1.20, -0.74], [-0.49, 0.52, 0.72], [-0.22, -0.05, 0.12], [1.65, 0.18, -2.15], [0.23, -0.36, -0.19], [2.01, -0.99, -0.50], [0.74, -1.04, -0.54], [0.15, 0.30, -0.20], [1.24, -2.12, -0.50], [-0.02, 2.00, 1.97], [-1.41, -0.65, -1.72], [1.49, 0.92, -0.75], [-1.74, 1.63, -2.56], [-0.10, -0.09, -0.24], [-0.35, 0.91, 0.52], [-0.16, -0.13, -0.15], [0.05, 0.09, 0.22], [-1.56, 2.16, 3.44], [-0.81, 0.26, 0.32], [0.07, -0.27, -0.11], [0.99, -1.43, -1.91], [1.47, 0.81, 1.50], [-0.24, 0.10, -0.06], [-0.01, 0.32, 0.02], [-1.48, 1.89, -1.68], [-1.75, 0.21, -0.20], [0.11, 1.89, 1.75], [0.83, 1.75, -0.03], [-2.14, 2.25, 0.01], [0.13, -0.28, 0.21], [0.05, -0.22, -0.10], [-0.05, -0.28, -0.06], [0.25, 1.06, -1.11], [0.07, 0.34, 2.80], [1.45, -1.28, -0.37], [2.32, -2.99, -3.66], [-0.09, 0.99, 2.79], [-0.22, 0.21, -2.76], [0.42, -1.84, -0.65], [-0.09, -0.92, 0.33], [1.36, -1.46, 1.81], [-0.23, -0.06, -0.13], [3.65, 1.39, 0.98], [0.29, -0.11, 0.12], [-0.40, 0.24, 2.64], [1.21, 0.10, -1.53], [-1.95, 0.89, 1.43], [0.17, -0.09, 0.24], [-0.17, -0.51, 1.43], [0.12, -0.11, 0.19], [-0.54, 1.19, -2.97], [1.37, -0.20, 0.05], [1.34, -0.65, 0.81], [0.86, -1.46, 1.53], [-2.34, -0.59, 0.95]], "lowdin_charge": [-0.17, 0.10, 0.02, 0.00, 0.07, -0.15, 0.07, -0.40, -0.46, 0.11, 0.09, 0.11, -0.05, -0.06, -0.41, -0.15, 0.05, 1.00, 0.11, -0.14, 0.07, 0.09, 0.05, 0.08, 0.02, 0.06, 0.11, 0.10, -0.10, 0.09, 0.12, -0.41, -0.42, 0.10, 0.06, 0.14, 0.10, 0.10, 0.10, 0.03, 0.07, 0.11, 0.08, -0.05, 0.10, 0.10, 0.05, -0.18, 0.03, -0.23, -0.40, 0.11, -0.03, 0.06, 0.13, -0.42, 0.05, 0.14, 0.16, 0.06, 0.07, -0.07, 0.08, -0.38, 0.11, 0.10, 0.04, -0.40, 0.07, 0.17, -0.23, 0.01, 0.03, 0.09, 0.05, 0.12, 0.06, -0.26, 0.02, 0.11, 0.09, 0.03, -0.03, 0.18, -0.13, 0.06, 0.08, 0.06, -0.09, 0.09, 0.10, -0.02, 0.10, 0.14, 0.06, 0.11, 0.10, 0.02, 0.11, -0.11, -0.14, 0.03, 0.10, 0.12], "e_tot_ha": -3363.6072, "total_charge": 1, "lumo_energy_ev": -4.363, "orbital_gap_ha": 0.2301, "e_homo_ha": -0.3904}

***

| no. | maximum force (eV Å⁻¹) |
| --- | --- |
| 1 | 8.33 |
| 2 | 5.26 |